Entry 1:
Formula: C6H14NS
Source: OMol25
Level of theory: the ωB97M-V functional and the def2-TZVPD basis

Computed properties:
Electronic energy, eV: -18766.8579
Kohn-Sham gap (alpha / beta), eV: 8.883 / 6.082
Expectation value of S²: 0.7527
Energy above the lowest of the compared OMol25 structures with the same formula, charge and spin, kcal/mol: 130.44
2S+1: 2

CARTESIAN COORDINATES (ANGSTROEM)
C: -2.35286 0.48373 -1.18466
C: -3.40825 0.94164 -0.11312
S: -4.01246 -0.05391 1.25174
C: -1.27792 -0.70954 -0.61006
N: 0.48479 -0.31872 -1.07668
C: 1.46449 -0.71548 -0.17371
C: 2.39317 0.41351 0.30948
C: 3.34922 -0.04674 1.45956
H: -1.69574 1.23191 -1.56177
H: -2.88168 -0.01372 -2.03385
H: -4.28197 1.34521 -0.64209
H: -2.89870 1.69134 0.43222
H: -1.06433 -0.34568 0.40736
H: -1.75808 -1.61746 -0.38305
H: -0.47416 -1.19079 -1.33719
H: 2.35555 -1.53155 -0.53449
H: 0.93264 -1.27340 0.72189
H: 1.76216 1.25011 0.60751
H: 2.84151 0.80254 -0.60385
H: 2.61212 -0.43431 2.21533
H: 3.84427 0.94561 1.71109
H: 4.06622 -0.85429 1.13832

=====

Entry 2:
Formula: C27H71N5O7
Source: OMol25
Level of theory: the ωB97M-V functional and the def2-TZVPD basis

Computed properties:
Electronic energy, eV: -50919.7635
Net charge: +1
Kohn-Sham gap (alpha / beta), eV: 7.513 / 3.439
Expectation value of S²: 0.7542
2S+1: 2

CARTESIAN COORDINATES (ANGSTROEM)
C: -2.60312 0.67895 -3.31993
O: -1.69491 0.51862 -4.40761
H: -3.24684 -0.19996 -3.28468
H: -2.17095 0.69410 -2.31939
H: -3.25838 1.54576 -3.40594
H: -1.48358 -0.41703 -4.36875
C: 0.49972 0.09374 -0.86200
O: 0.02718 1.36438 -0.45759
H: 0.23767 -0.14491 -1.89276
H: 1.58534 0.08068 -0.76524
H: 0.04626 -0.71241 -0.28528
H: 0.70167 1.74901 0.10698
C: -0.89311 5.57981 3.09239
C: -0.53245 4.08942 3.06666
C: -1.34660 3.20366 2.02269
O: -2.73721 3.37418 2.31390
C: -3.49080 2.59604 1.41010
N: 0.89341 3.99856 2.83437
H: -1.03816 5.93856 2.07339
H: -0.21037 6.28508 3.56626
H: -1.88059 5.65916 3.54702
H: -0.90636 3.74320 4.03020
H: -0.95985 2.19070 2.13419
H: -1.13561 3.43674 0.97901
H: -3.29241 1.52432 1.39630
H: -3.44730 2.89883 0.36391
H: -4.50088 2.78269 1.77476
H: 1.29317 4.52584 3.59744
H: 1.07386 4.53734 1.99935
C: -3.60823 -5.93306 -0.62318
C: -3.80910 -5.54544 0.81767
C: -4.21383 -4.04350 0.88671
O: -3.24376 -3.19079 0.14821
C: -3.42678 -1.86110 0.43333
N: -4.78861 -6.43169 1.40126
H: -2.77050 -5.40348 -1.07691
H: -4.48555 -5.75881 -1.24609
H: -3.35697 -6.98916 -0.52504
H: -2.86359 -5.65940 1.34789
H: -4.27736 -3.75857 1.93689
H: -5.22389 -3.91995 0.49605
H: -4.45579 -1.55703 0.24151
H: -2.80137 -1.29493 -0.25690
H: -3.19921 -1.61515 1.47055
H: -4.75408 -6.24753 2.39373
H: -4.29100 -7.30227 1.28060
C: 3.79173 2.37129 -0.70515
C: 3.00273 3.17631 0.32213
C: 2.23486 4.39241 -0.29844
O: 1.78754 5.36581 0.67770
C: 2.68835 6.36817 1.07319
N: 2.13449 2.25375 1.04232
H: 3.04234 1.78065 -1.23208
H: 4.45777 1.68527 -0.18183
H: 4.20158 2.92431 -1.55030
H: 3.68073 3.66013 1.02522
H: 1.31865 3.92848 -0.66374
H: 2.84036 4.90246 -1.04765
H: 2.73025 7.13652 0.30118
H: 3.72843 6.05095 1.14865
H: 2.38262 6.72287 2.05747
H: 1.63119 2.81166 1.71724
H: 2.76428 1.67082 1.57492
C: 1.15785 2.53070 -4.33108
C: -0.12882 3.28563 -4.55862
C: -0.75632 3.80870 -3.21985
O: -1.99814 4.55107 -3.41943
C: -2.57870 4.91705 -2.19573
N: 0.22374 4.38895 -5.41159
H: 1.00267 1.69817 -3.64484
H: 1.90876 3.15633 -3.84857
H: 1.56101 2.08242 -5.23917
H: -0.81928 2.58650 -5.03038
H: 0.00296 4.40049 -2.70859
H: -0.95674 2.99316 -2.52498
H: -1.90965 5.61295 -1.68957
H: -2.64768 4.04210 -1.54935
H: -3.59103 5.27864 -2.37608
H: 0.67631 5.07486 -4.82440
H: 1.00619 4.02570 -5.93686
C: 1.39826 -3.61135 3.29609
C: 1.57853 -4.76503 2.21520
C: 0.28407 -4.98513 1.35354
C: 0.13615 -3.98655 0.26906
C: 1.34564 -3.87425 -0.69473
C: 2.70443 -3.79816 0.03513
N: 2.76004 -4.64434 1.29729
O: 3.98807 -4.64894 1.89667
C: 3.74754 -4.37179 -0.92992
C: 2.96078 -2.37999 0.43332
C: 1.77063 -5.97437 3.06195
H: 1.15673 -3.97955 4.29319
H: 0.62171 -2.88890 3.04484
H: 2.36035 -3.11758 3.43274
H: 0.43351 -5.92551 0.82302
H: -0.60668 -4.99912 1.98161
H: 0.02839 -3.05687 0.82779
H: -0.73712 -4.09276 -0.37453
H: 1.13250 -3.01633 -1.33242
H: 1.35689 -4.71869 -1.38384
H: 3.52397 -3.98713 -1.92498
H: 4.74360 -4.04386 -0.63259
H: 3.62202 -5.45454 -0.92714
H: 2.12276 -1.85154 0.88782
H: 3.80401 -2.22971 1.10748
H: 3.13778 -1.90819 -0.53322
H: 0.96596 -6.33997 3.69987
H: 2.60298 -5.75265 3.72990
H: 2.17142 -6.81464 2.49503
H: 4.35488 -5.52107 1.73407

=====

Entry 3:
Formula: C16H25NO5
Source: OMol25
Level of theory: the ωB97M-V functional and the def2-TZVPD basis

Computed properties:
Electronic energy, eV: -28720.8481
SMILES: CCOC1=C(CCC(C)C)C(=O)C=C(O)C1=O.CNC(C)=O
Kohn-Sham gap, eV: 8.396
Energy above the lowest of the compared OMol25 structures with the same formula, charge and spin, kcal/mol: 89.79

CARTESIAN COORDINATES (ANGSTROEM)
C: 2.63494 -2.17005 3.09704
C: 3.67174 -2.19199 1.88328
O: 3.02085 -1.88161 0.62319
C: 2.42460 -0.60348 0.64423
C: 1.02277 -0.37319 0.61370
C: 0.01663 -1.59901 0.59926
C: -1.50238 -1.22952 0.26919
C: -2.25070 -0.35596 1.37900
C: -1.60372 -0.41096 2.83821
C: -3.79246 -0.86550 1.40180
C: 0.58937 1.16897 0.59697
O: -0.29236 1.64399 -0.13528
C: 1.43478 2.10859 1.58993
C: 2.83637 1.87620 1.62321
O: 3.65708 2.68015 2.45448
C: 3.39634 0.67765 0.70701
O: 4.49163 0.73772 0.12886
H: 1.77928 -2.89253 2.87705
H: 3.15866 -2.49997 4.06250
H: 2.17786 -1.15192 3.30503
H: 4.10284 -3.25359 1.82511
H: 4.55793 -1.47807 2.03534
H: 0.03306 -2.22176 1.56497
H: 0.36108 -2.33086 -0.21982
H: -1.54472 -0.78383 -0.78416
H: -2.06858 -2.22829 0.19517
H: -2.32231 0.75301 1.08913
H: -1.92892 -1.36896 3.37350
H: -2.09166 0.44311 3.43847
H: -0.48612 -0.21744 2.87924
H: -4.44124 -0.03450 1.86209
H: -3.91771 -1.86788 1.91800
H: -4.12740 -0.92221 0.30592
H: 0.93247 2.90444 2.21800
H: 3.46211 3.60336 2.17524
C: -1.62126 2.71840 -5.25407
N: -2.32149 1.46695 -5.05494
C: -1.91380 0.38346 -4.33616
C: -0.57494 0.46624 -3.65280
O: -2.62564 -0.60844 -4.26262
H: -2.24624 3.52893 -4.87305
H: -1.46368 2.86001 -6.32546
H: -0.66042 2.73712 -4.74484
H: -3.22658 1.34656 -5.48715
H: -0.37956 -0.46329 -3.11904
H: 0.21478 0.61317 -4.39316
H: -0.57329 1.28676 -2.93155

=====

Entry 4:
Formula: C7H13N3O2
Source: OMol25
Level of theory: the ωB97M-V functional and the def2-TZVPD basis

Computed properties:
Electronic energy, eV: -16032.1465
SMILES: Nc1cc[nH]c1.OCC/C=N/O
Kohn-Sham gap, eV: 8.330
Energy above the lowest of the compared OMol25 structures with the same formula, charge and spin, kcal/mol: 77.21

CARTESIAN COORDINATES (ANGSTROEM)
N: -1.94984 1.55576 -0.76025
C: -2.90796 0.67257 -0.27824
C: -3.37976 -0.49964 -0.91658
C: -4.54193 -0.93984 -0.24808
N: -4.60719 -0.19049 0.87583
C: -3.68381 0.78859 0.87310
H: -1.21941 0.89359 -0.91584
H: -1.64535 2.18125 -0.04338
H: -2.88424 -0.97508 -1.76063
H: -5.22102 -1.75164 -0.45026
H: -5.35641 -0.15240 1.50390
H: -3.51883 1.43393 1.69675
O: 5.77890 0.37530 0.26337
C: 4.51786 0.17788 -0.38790
C: 3.48725 -0.34598 0.55755
C: 2.17070 -0.68799 -0.05143
N: 1.15457 -0.31328 0.54723
O: -0.04177 -0.62043 -0.19959
H: 6.37102 0.77637 -0.41674
H: 4.18157 1.15941 -0.79939
H: 4.63023 -0.51190 -1.24473
H: 3.84287 -1.20978 1.19227
H: 3.32805 0.42307 1.31410
H: 2.15418 -1.38969 -0.89784
H: -0.65971 -0.84958 0.54678